[1]
Below is a structure of composition C32H28IrN4O4P, with properties calculated with ωB97M-V/def2-TZVPD.

The LUMO energy is -0.03491 hartree. As for the HOMO energy: -0.27319 Eh.

```
! wB97M-V def2-TZVPD RIJCOSX def2/J DEFGRID3
* xyz 0 1
Ir 0.67 -0.22 0.53
N 2.33 0.56 -0.93
C 3.09 1.69 -0.38
C 2.83 1.92 1.09
O 3.63 2.59 1.75
N 1.66 1.42 1.49
C 1.20 1.63 2.83
C 1.06 0.28 3.53
O 1.29 0.20 4.72
O 0.67 -0.67 2.73
H 2.93 -0.26 -0.97
H 2.02 0.76 -1.88
H 2.81 2.60 -0.90
H 4.17 1.57 -0.50
H 0.16 1.99 2.83
H 1.83 2.28 3.42
C -3.04 5.16 1.60
C -2.65 4.12 2.44
C -2.02 3.01 1.91
C -1.74 2.93 0.55
C -2.13 3.98 -0.29
C -2.79 5.08 0.24
P -0.95 1.42 -0.09
C -0.26 1.93 -1.69
C -0.33 1.07 -2.79
C 0.29 1.40 -3.98
C 1.02 2.58 -4.09
C 1.12 3.43 -3.00
C 0.49 3.11 -1.80
C -2.38 0.39 -0.53
C -3.57 0.88 -1.01
C -4.61 -0.01 -1.35
C -4.45 -1.36 -1.15
C -3.27 -1.88 -0.58
C -3.13 -3.24 -0.23
C -2.01 -3.67 0.41
C -0.95 -2.78 0.68
C -0.99 -1.46 0.29
C -2.19 -0.99 -0.30
H -3.53 6.03 2.01
H -2.85 4.18 3.50
H -1.74 2.19 2.56
H -1.94 3.93 -1.35
H -3.12 5.87 -0.42
H -0.90 0.15 -2.70
H 0.21 0.74 -4.83
H 1.50 2.84 -5.02
H 1.69 4.35 -3.07
H 0.57 3.78 -0.96
H -3.72 1.94 -1.13
H -5.53 0.38 -1.75
H -5.26 -2.04 -1.39
H -3.96 -3.92 -0.43
H -1.94 -4.71 0.74
H -0.10 -3.17 1.23
N 3.23 -6.77 1.38
C 2.90 -6.10 0.25
O 2.86 -6.65 -0.83
C 2.61 -4.63 0.38
C 2.65 -3.90 1.55
C 2.38 -2.55 1.53
N 2.05 -1.89 0.42
C 2.00 -2.60 -0.72
C 2.27 -3.95 -0.78
H 3.41 -7.75 1.31
H 3.25 -6.34 2.29
H 2.90 -4.35 2.50
H 2.40 -1.96 2.44
H 1.72 -2.05 -1.61
H 2.22 -4.49 -1.72
*
```

Here are the Löwdin charges for atoms 1 to 6, given in e: atom 1 (Ir): 1.257, atom 2 (N): -0.013, atom 3 (C): -0.135, atom 4 (C): -0.575, atom 5 (O): 0.018, atom 6 (N): -0.134

***

[2]
Below is an isolated molecule of C32H28N2O5, with properties calculated with ωB97M-V/def2-TZVPD.

The LUMO energy is 0.00950 hartree. As for the HOMO energy: -0.28927 Eh.

```
! wB97M-V def2-TZVPD RIJCOSX def2/J DEFGRID3
* xyz 0 1
C 2.52 5.94 0.88
H 2.84 6.35 -0.09
O 1.26 5.33 0.80
C 1.10 4.27 -0.05
C -0.19 3.73 -0.10
C -0.46 2.66 -0.92
C 0.54 2.11 -1.72
C 1.82 2.65 -1.66
C 2.10 3.72 -0.84
H 3.10 4.11 -0.82
H 2.61 2.23 -2.28
C 0.21 0.95 -2.63
H 1.11 0.52 -3.07
H -0.44 1.30 -3.44
O -0.55 -0.05 -1.99
C 0.06 -0.89 -1.12
C 1.39 -0.87 -0.77
C 1.90 -1.86 0.10
N 1.15 -2.81 0.60
C -0.15 -2.85 0.30
C -0.95 -3.88 0.85
C -2.30 -3.93 0.60
C -2.91 -2.95 -0.20
C -2.15 -1.97 -0.80
C -0.77 -1.90 -0.55
H -2.60 -1.24 -1.46
N -4.30 -2.98 -0.38
C -5.15 -1.92 -0.46
O -6.29 -2.06 -0.85
C -4.61 -0.62 0.02
C -3.93 -0.54 1.23
C -3.48 0.68 1.71
C -3.70 1.84 0.98
C -4.39 1.76 -0.23
C -4.85 0.55 -0.69
H -5.40 0.50 -1.62
H -4.56 2.68 -0.78
O -3.29 3.08 1.36
C -2.65 3.23 2.60
H -2.45 4.30 2.71
H -1.70 2.68 2.63
H -3.28 2.90 3.43
H -2.96 0.70 2.66
H -3.76 -1.43 1.82
H -4.73 -3.89 -0.52
H -2.90 -4.71 1.03
H -0.47 -4.61 1.47
C 3.32 -1.86 0.48
C 4.30 -1.30 -0.33
C 5.64 -1.33 0.05
C 6.00 -1.93 1.25
C 5.02 -2.50 2.05
C 3.70 -2.47 1.68
H 2.93 -2.92 2.29
H 5.31 -2.96 2.98
H 7.03 -1.97 1.57
O 6.51 -0.75 -0.83
C 7.88 -0.78 -0.54
H 8.25 -1.81 -0.45
H 8.11 -0.24 0.39
H 8.37 -0.29 -1.37
H 4.06 -0.86 -1.28
H 2.04 -0.09 -1.12
H -1.45 2.24 -0.96
H -0.96 4.17 0.50
H 2.41 6.75 1.59
H 3.29 5.24 1.24
*
```

Here are the Löwdin charges for atoms 1 to 6, given in e: atom 1 (C): -0.090, atom 2 (H): 0.096, atom 3 (O): -0.082, atom 4 (C): -0.269, atom 5 (C): 0.015, atom 6 (C): -0.003

***

[3]
Below is a structure of composition C32H28N4O8S3Si2Tc, with properties calculated with ωB97M-V/def2-TZVPD.

The LUMO energy (spin up / spin down) is 0.10474 / 0.08511 hartree. As for the HOMO energy (spin up / spin down): -0.06844 / -0.07208 Eh. As for the expectation value of S²: 0.79.

```
! wB97M-V def2-TZVPD RIJCOSX def2/J DEFGRID3
* xyz -2 2
Tc -0.45 -0.23 -1.16
C 2.04 -1.61 1.68
Si 0.31 -1.54 2.38
C -0.90 -2.86 1.82
C 0.57 -1.96 4.22
C -0.50 0.15 2.34
C -1.74 0.40 1.66
C -2.80 1.01 2.37
C -4.04 1.16 1.80
C -4.24 0.70 0.50
C -3.16 0.16 -0.17
N -1.94 0.02 0.37
Si 0.12 1.47 3.53
C -0.48 1.22 5.30
C -0.41 3.20 3.04
C 2.00 1.41 3.59
H 2.36 -2.66 1.62
H 2.72 -1.10 2.37
H 2.15 -1.16 0.70
H -0.36 -3.78 1.58
H -1.50 -2.59 0.95
H -1.58 -3.08 2.64
H 0.94 -2.98 4.28
H -0.37 -1.91 4.79
H 1.30 -1.31 4.71
H -2.62 1.32 3.39
H -4.85 1.61 2.36
H -5.19 0.78 0.00
H -3.26 -0.18 -1.18
H -1.57 1.35 5.39
H -0.01 1.98 5.94
H -0.23 0.24 5.70
H -1.41 3.44 3.40
H -0.39 3.32 1.96
H 0.28 3.93 3.48
H 2.36 0.55 4.17
H 2.37 2.32 4.08
H 2.42 1.35 2.59
O -0.26 3.10 -6.37
C -0.29 2.46 -5.35
C 0.69 1.38 -4.93
O 1.67 1.03 -5.56
C 0.19 0.89 -3.65
C -0.95 1.60 -3.24
O -1.50 1.34 -2.11
C -1.34 2.59 -4.24
O -2.28 3.36 -4.24
O 0.67 -0.03 -2.90
S 3.27 0.12 -1.74
C 2.76 1.72 -2.02
C 3.39 2.48 -3.03
C 3.13 3.83 -3.18
C 3.86 4.59 -4.16
N 4.46 5.21 -4.91
C 2.16 4.45 -2.36
C 1.47 3.69 -1.43
C 1.73 2.33 -1.25
S 0.81 1.47 -0.04
C 1.90 5.85 -2.46
N 1.70 6.99 -2.51
H 4.10 1.99 -3.67
H 0.69 4.16 -0.84
O 2.18 -2.91 -1.38
C 0.98 -2.80 -1.17
N 0.40 -1.70 -0.69
S -2.47 -2.72 -2.18
O -1.66 -1.44 -2.41
O -3.32 -2.61 -0.97
C -1.27 -4.03 -1.66
C -1.93 -5.26 -1.70
C -1.30 -6.45 -1.39
C 0.05 -6.43 -1.06
C 0.73 -5.22 -1.03
C 0.08 -4.01 -1.32
H -2.98 -5.27 -1.98
H -1.84 -7.38 -1.42
H 0.57 -7.35 -0.82
H 1.78 -5.17 -0.79
*
```

Here are the Löwdin charges for atoms 1 to 6, given in e: atom 1 (Tc): 1.493, atom 2 (C): -0.195, atom 3 (Si): 0.435, atom 4 (C): -0.171, atom 5 (C): -0.204, atom 6 (C): -0.341

***

[4]
Below is a structure of composition C32H29ClIrN5O2S, with properties calculated with ωB97M-V/def2-TZVPD.

The LUMO energy (spin up / spin down) is -0.34752 / -0.39434 hartree. As for the HOMO energy (spin up / spin down): -0.57810 / -0.57798 Eh. As for the expectation value of S²: 0.76.

```
! wB97M-V def2-TZVPD RIJCOSX def2/J DEFGRID3
* xyz 3 2
Ir 0.15 -0.25 0.04
Cl 2.78 4.35 5.23
C 2.19 3.51 3.84
C 2.23 4.14 2.58
C 1.80 3.48 1.45
C 1.31 2.17 1.53
O 0.95 1.55 0.42
C 1.21 1.58 2.79
C 0.54 0.35 2.95
N 0.12 -0.48 2.04
C -0.69 -1.58 2.46
C -0.67 -2.22 3.67
C -1.66 -3.19 3.97
C -2.64 -3.49 3.08
C -2.63 -2.88 1.79
C -3.57 -3.15 0.77
C -3.42 -2.56 -0.46
C -2.34 -1.70 -0.68
N -1.46 -1.41 0.27
C -1.61 -1.97 1.51
C 1.66 2.26 3.95
H 2.58 5.16 2.51
H 1.82 3.96 0.48
H 0.29 0.09 3.97
H 0.09 -2.00 4.41
H -1.63 -3.68 4.94
H -3.42 -4.20 3.32
H -4.40 -3.82 0.97
H -4.12 -2.74 -1.26
H -2.18 -1.24 -1.64
H 1.59 1.79 4.92
N 4.60 -1.06 -0.12
C 5.49 -0.02 -0.35
C 6.84 -0.19 -0.11
C 7.71 0.84 -0.38
C 7.25 2.07 -0.90
C 5.91 2.25 -1.14
C 5.01 1.21 -0.86
S 3.34 1.46 -1.12
N 2.64 0.02 -0.78
C 3.28 -1.03 -0.39
C 2.46 -2.27 -0.31
C 3.06 -3.50 -0.23
C 2.29 -4.66 -0.32
C 0.94 -4.52 -0.54
C 0.39 -3.25 -0.59
N 1.11 -2.12 -0.44
H 5.00 -1.91 0.24
H 7.22 -1.13 0.28
H 8.77 0.71 -0.21
H 7.95 2.86 -1.12
H 5.54 3.19 -1.54
H 4.13 -3.60 -0.13
H 2.75 -5.63 -0.26
H 0.30 -5.38 -0.67
H -0.66 -3.14 -0.76
C -4.10 1.46 0.73
C -2.63 1.66 1.01
O -1.81 1.19 -0.08
C -1.61 2.14 -1.14
C -0.95 1.38 -2.27
H -4.68 1.60 1.65
H -4.29 0.45 0.37
H -4.48 2.17 0.00
H -2.32 1.07 1.88
H -2.40 2.71 1.21
H -0.99 2.96 -0.78
H -2.58 2.54 -1.46
H -0.23 0.63 -1.86
H -0.36 2.05 -2.90
H -1.66 0.84 -2.90
*
```

Here are the Löwdin charges for atoms 1 to 6, given in e: atom 1 (Ir): 1.471, atom 2 (Cl): 0.759, atom 3 (C): -0.652, atom 4 (C): -0.033, atom 5 (C): 0.004, atom 6 (C): -0.333

***

[5]
Below is a structure of composition C32H29KN5O4S2, with properties calculated with ωB97M-V/def2-TZVPD.

The LUMO energy is 0.07795 hartree. As for the HOMO energy: -0.18015 Eh.

```
! wB97M-V def2-TZVPD RIJCOSX def2/J DEFGRID3
* xyz -1 1
K -1.28 -2.06 0.06
C 1.01 -4.39 2.72
C 0.89 -2.89 2.79
O -0.15 -2.30 2.52
N 2.01 -2.22 3.18
C 2.15 -0.82 2.88
C 2.61 -0.56 1.46
C 3.02 0.71 1.06
C 3.39 0.90 -0.26
C 3.34 -0.17 -1.14
C 2.92 -1.39 -0.65
N 2.57 -1.60 0.62
H 0.03 -4.84 2.84
H 1.70 -4.77 3.47
H 1.41 -4.67 1.74
H 2.86 -2.76 3.10
H 2.84 -0.36 3.59
H 1.17 -0.35 3.02
H 3.02 1.52 1.77
H 3.69 1.89 -0.60
H 3.57 -0.06 -2.19
H 2.84 -2.25 -1.31
O 1.21 -1.12 -3.81
C 0.46 -1.09 -2.82
O -0.19 -2.03 -2.31
C 0.36 0.28 -2.12
C 0.74 1.44 -2.84
C 0.76 2.64 -2.20
C 0.41 2.70 -0.83
C 0.48 3.90 -0.07
C 0.13 3.89 1.25
C -0.32 2.70 1.86
C -0.38 1.53 1.15
C 0.01 1.51 -0.21
N -0.02 0.32 -0.87
H 1.03 1.32 -3.88
H 1.06 3.55 -2.72
H 0.80 4.81 -0.55
H 0.19 4.80 1.83
H -0.62 2.71 2.91
H -0.73 0.61 1.60
C 0.25 -5.13 -1.82
N 1.66 -4.94 -2.12
C 2.13 -4.10 -3.12
C 3.47 -4.24 -3.15
N 3.80 -5.16 -2.16
C 2.68 -5.60 -1.52
S 2.63 -6.71 -0.25
H -0.20 -5.80 -2.55
H -0.23 -4.16 -1.87
H 0.17 -5.58 -0.83
H 1.49 -3.42 -3.65
H 4.21 -3.75 -3.75
H 4.71 -5.49 -1.90
C -3.28 5.33 2.21
C -3.91 6.27 1.22
O -3.83 7.47 1.34
S -4.77 5.63 -0.20
C -4.60 3.88 -0.09
C -5.51 3.12 0.65
C -5.35 1.76 0.77
C -4.29 1.08 0.14
C -3.42 1.85 -0.65
C -3.56 3.23 -0.75
C -4.11 -0.32 0.28
C -3.98 -1.55 0.38
H -3.33 5.79 3.19
H -2.23 5.21 1.93
H -3.74 4.34 2.22
H -6.33 3.62 1.15
H -6.05 1.18 1.36
H -2.61 1.35 -1.17
H -2.86 3.80 -1.34
*
```

Here are the Löwdin charges for atoms 1 to 6, given in e: atom 1 (K): 0.687, atom 2 (C): 0.009, atom 3 (C): -0.540, atom 4 (O): -0.037, atom 5 (N): 0.051, atom 6 (C): -0.123

***

[6]
Below is a structure of composition C32H29N4O4PS2Se2Ti, with properties calculated with ωB97M-V/def2-TZVPD.

The LUMO energy is -0.26260 hartree. As for the HOMO energy: -0.49371 Eh.

```
! wB97M-V def2-TZVPD RIJCOSX def2/J DEFGRID3
* xyz 2 1
Ti 0.09 -0.36 0.52
Se -2.32 0.06 0.55
P -2.14 -1.89 1.62
Se -0.07 -2.62 1.58
C -2.69 -1.48 3.30
C -1.75 -1.31 4.31
C -2.18 -0.86 5.55
C -3.53 -0.57 5.76
C -4.45 -0.73 4.73
C -4.03 -1.19 3.49
C -3.23 -3.10 0.82
C -2.85 -4.43 0.74
C -3.71 -5.35 0.16
C -4.94 -4.94 -0.34
C -5.32 -3.61 -0.26
C -4.46 -2.67 0.31
H -0.71 -1.53 4.14
H -1.47 -0.74 6.36
H -3.86 -0.23 6.73
H -5.49 -0.48 4.90
H -4.75 -1.32 2.69
H -1.90 -4.75 1.14
H -3.41 -6.39 0.09
H -5.60 -5.66 -0.80
H -6.28 -3.29 -0.64
H -4.74 -1.63 0.34
N 3.45 -1.74 -1.48
C 4.22 -1.14 -0.49
C 5.60 -1.04 -0.32
C 6.03 -0.36 0.80
C 5.13 0.19 1.72
C 3.77 0.07 1.56
C 3.32 -0.59 0.42
N 2.03 -0.85 -0.04
C 2.16 -1.53 -1.17
C 0.98 -1.91 -1.91
C 0.82 -2.70 -3.00
S -0.83 -2.76 -3.44
C -1.22 -1.74 -2.15
N -0.20 -1.37 -1.42
H 3.80 -2.21 -2.29
H 6.29 -1.48 -1.02
H 7.10 -0.26 0.97
H 5.53 0.70 2.59
H 3.08 0.45 2.31
H 1.58 -3.24 -3.55
H -2.23 -1.43 -1.94
C -6.02 3.73 0.18
C -4.64 4.26 0.43
C -3.66 4.20 -0.57
C -2.36 4.61 -0.31
C -2.05 5.12 0.94
C -3.02 5.25 1.93
C -4.30 4.81 1.67
S -0.38 5.61 1.25
O 0.45 4.99 0.25
O -0.28 7.01 1.48
N -0.07 4.90 2.76
C -0.06 3.46 2.92
C 1.19 2.71 2.28
C 0.70 1.53 1.55
O 0.38 0.45 2.18
O 0.52 1.48 0.29
H -6.06 3.17 -0.76
H -6.74 4.54 0.12
H -6.33 3.08 1.00
H -3.93 3.86 -1.56
H -1.58 4.56 -1.06
H -2.76 5.69 2.88
H -5.07 4.90 2.43
H 0.73 5.36 3.19
H -0.99 3.06 2.50
H -0.07 3.24 3.99
H 1.87 2.39 3.07
H 1.68 3.39 1.59
*
```

Here are the Löwdin charges for atoms 1 to 6, given in e: atom 1 (Ti): 0.628, atom 2 (Se): 0.602, atom 3 (P): 0.397, atom 4 (Se): 0.603, atom 5 (C): -0.404, atom 6 (C): -0.099

***

Values of ΔE to the lowest compared entry with this formula, charge and spin, in order: 59.7, 13.3, 65.0, 67.6, 9.0, 32.5, all in kcal per mole.